A) DFT (wB97M-V/def2-TZVPD) results for a cluster of 2 separate species, C4H12N2O2 in total.

Gap between HOMO and LUMO (eV): 9.4
SMILES: CN(C)CC(N)=O.O
LUMO level (eV): 0.7
HOMO level (eV): -8.76

The geometry in ORCA input format:
```
! wB97M-V def2-TZVPD RIJCOSX def2/J DEFGRID3
* xyz 0 1
C 1.578 -1.450 0.687
N 0.562 -1.144 -0.325
C 0.352 -2.321 -1.322
C -0.750 -0.687 0.108
C -0.869 0.786 -0.426
N -0.665 1.000 -1.721
O -1.543 1.643 0.153
H 1.773 -0.458 1.251
H 1.214 -2.096 1.404
H 2.529 -1.850 0.261
H 1.363 -2.711 -1.456
H 0.103 -1.771 -2.277
H -0.527 -2.964 -1.116
H -0.866 -0.553 1.306
H -1.652 -1.178 -0.391
H -1.004 1.892 -2.037
H 0.058 0.622 -2.336
O 0.893 2.120 2.509
H -0.066 2.125 2.568
H 1.136 1.878 1.568
*
```


B) DFT (wB97M-V/def2-TZVPD) results for an isolated molecule of C4H12N2O2.

Gap between HOMO and LUMO (eV): 10.0
SMILES: CCCNC(N)(O)O
LUMO level (eV): 0.8
HOMO level (eV): -9.12

The geometry in ORCA input format:
```
! wB97M-V def2-TZVPD RIJCOSX def2/J DEFGRID3
* xyz 0 1
C -1.703 -1.998 1.138
C -0.629 -0.931 0.949
C -1.066 0.137 -0.056
N -0.118 1.231 -0.241
C 1.227 0.979 -0.945
N 2.401 1.138 -0.155
O 1.135 1.984 -1.876
O 1.194 -0.304 -1.490
H -1.358 -2.781 1.811
H -1.955 -2.463 0.186
H -2.613 -1.564 1.555
H -0.406 -0.457 1.911
H 0.290 -1.396 0.588
H -2.011 0.586 0.269
H -1.218 -0.322 -1.034
H 0.053 1.705 0.641
H 2.579 2.108 0.063
H 2.402 0.551 0.668
H 0.054 2.060 -1.695
H 1.741 -0.265 -2.286
*
```


C) DFT (wB97M-V/def2-TZVPD) results for a cluster of 2 separate species, C4H12N2O2 in total.

Gap between HOMO and LUMO (eV): 10.2
SMILES: CN[C@H](C)C(N)=O.O
LUMO level (eV): 0.8
HOMO level (eV): -9.45

The geometry in ORCA input format:
```
! wB97M-V def2-TZVPD RIJCOSX def2/J DEFGRID3
* xyz 0 1
C 1.703 0.473 -1.702
N 0.292 0.620 -1.020
C -0.040 -0.579 -0.240
C -1.268 -1.269 -0.938
C -0.702 -0.202 1.113
N -2.049 0.130 1.176
O -0.195 -0.324 2.184
H 1.682 -0.323 -2.556
H 1.877 1.560 -2.010
H 2.418 0.008 -0.903
H 0.354 1.307 -0.390
H 0.950 -1.126 -0.060
H -1.544 -2.264 -0.555
H -0.778 -1.586 -1.894
H -1.961 -0.630 -1.331
H -2.531 0.217 2.041
H -2.768 -0.005 0.353
O 1.459 1.649 2.417
H 1.103 0.750 2.643
H 2.000 1.594 1.672
*
```


Energy comparison, zero being the most stable, in kcal/mol: A) 22.6; B) 0.0; C) 33.6.


A) DFT (wB97M-V/def2-TZVPD) results for a cluster of 2 separate species, C4H12N2O2 in total.

Gap between HOMO and LUMO (eV): 10.1
SMILES: CC(C)NC(N)=O.O
LUMO level (eV): 0.7
HOMO level (eV): -9.44

The geometry in ORCA input format:
```
! wB97M-V def2-TZVPD RIJCOSX def2/J DEFGRID3
* xyz 0 1
C -0.702 -1.654 -0.856
C 0.776 -1.267 -0.645
C 1.101 -1.223 0.844
N 0.952 0.113 -1.181
C 0.057 1.090 -1.531
N 0.494 2.018 -2.482
O -1.127 1.102 -1.248
H -0.954 -2.620 -0.432
H -1.337 -0.855 -0.490
H -0.908 -1.630 -1.928
H 1.325 -1.894 -1.345
H 0.526 -1.906 1.472
H 0.625 -0.320 1.193
H 2.158 -1.156 1.081
H 1.918 0.396 -1.239
H -0.197 2.142 -3.197
H 1.465 2.082 -2.728
O -1.305 0.073 5.647
H -1.588 0.927 5.987
H -1.428 0.077 4.698
*
```


B) DFT (wB97M-V/def2-TZVPD) results for a cluster of 2 separate species, C4H12N2O2 in total.

Gap between HOMO and LUMO (eV): 9.4
SMILES: NOC(N)=O.CCC
LUMO level (eV): 0.7
HOMO level (eV): -8.68

The geometry in ORCA input format:
```
! wB97M-V def2-TZVPD RIJCOSX def2/J DEFGRID3
* xyz 0 1
N -2.038 0.094 1.751
O -1.733 1.014 0.683
C -1.532 0.409 -0.526
N -1.989 -0.847 -0.677
O -1.107 1.133 -1.470
H -1.271 0.218 2.410
H -2.874 0.486 2.178
H -2.179 -1.389 0.151
H -1.820 -1.293 -1.564
C 1.824 1.058 0.426
C 0.923 -0.076 -0.056
C 1.601 -1.019 -1.043
H 2.152 1.670 -0.417
H 2.719 0.687 0.937
H 1.287 1.706 1.121
H 0.610 -0.660 0.815
H 0.107 0.593 -0.815
H 1.884 -0.482 -1.950
H 2.506 -1.472 -0.628
H 0.930 -1.832 -1.327
*
```


Energy comparison, zero being the most stable, in kcal/mol: A) 0.0; B) 62.4.


A) DFT (wB97M-V/def2-TZVPD) results for a cluster of 2 separate species, C4H12N2O2 in total.

Gap between HOMO and LUMO (eV): 9.6
SMILES: NCCCNC=O.O
LUMO level (eV): 0.8
HOMO level (eV): -8.90

The geometry in ORCA input format:
```
! wB97M-V def2-TZVPD RIJCOSX def2/J DEFGRID3
* xyz 0 1
N 1.339 -0.399 1.697
C 0.852 -1.533 0.896
C 0.116 -1.097 -0.373
C -1.411 -0.819 -0.131
N -1.703 0.597 -0.162
C -1.704 1.457 -1.237
O -1.375 2.609 -1.066
H 2.093 0.065 1.232
H 0.552 0.175 1.978
H 1.777 -2.027 0.576
H 0.243 -2.216 1.486
H 0.585 -0.219 -0.806
H 0.219 -1.947 -1.059
H -1.709 -1.316 0.796
H -1.979 -1.407 -0.859
H -1.412 1.094 0.672
H -2.050 1.138 -2.225
O 1.806 1.581 -0.648
H 2.598 2.123 -0.562
H 1.161 2.141 -0.206
*
```


B) DFT (wB97M-V/def2-TZVPD) results for a structure of composition C4H12N2O2.

Gap between HOMO and LUMO (eV): 7.5
LUMO level (eV): 0.6
HOMO level (eV): -6.98

The geometry in ORCA input format:
```
! wB97M-V def2-TZVPD RIJCOSX def2/J DEFGRID3
* xyz 0 1
C -2.182 -0.301 -0.498
C 0.275 -0.512 0.226
C 2.033 0.520 -0.288
C 1.966 1.914 0.270
N -0.282 -0.085 -0.926
N 0.495 -1.859 0.380
O -2.749 0.376 0.588
O -2.374 -1.676 -0.418
H -2.358 0.019 1.396
H -3.323 -1.872 -0.355
H -0.233 0.913 -1.080
H -2.621 0.142 -1.397
H 0.060 -0.030 1.185
H 0.415 -2.410 -0.465
H 0.117 -2.301 1.202
H 2.687 -0.161 0.249
H 2.231 0.454 -1.354
H 2.944 2.411 0.274
H 1.278 2.543 -0.299
H 1.621 1.914 1.310
*
```


Energy comparison, zero being the most stable, in kcal/mol: A) 0.0; B) 80.8.


A) DFT (wB97M-V/def2-TZVPD) results for an isolated molecule of C2H3FS2.

Gap between HOMO and LUMO (eV): 8.5
SMILES: FCC(=S)S
LUMO level (eV): -0.4
HOMO level (eV): -8.85

The geometry in ORCA input format:
```
! wB97M-V def2-TZVPD RIJCOSX def2/J DEFGRID3
* xyz 0 1
F -0.791 -0.725 1.831
C -0.637 0.458 1.206
C 0.121 0.157 -0.151
S 0.111 1.531 -1.086
S 0.566 -1.408 -0.396
H 0.033 1.200 1.704
H -1.539 1.002 0.907
H 0.897 -1.328 -1.707
*
```


B) DFT (wB97M-V/def2-TZVPD) results for a cluster of 2 separate species, C2H3FS2 in total.

Gap between HOMO and LUMO (eV): 8.4
LUMO level (eV): -0.1
HOMO level (eV): -8.49

The geometry in ORCA input format:
```
! wB97M-V def2-TZVPD RIJCOSX def2/J DEFGRID3
* xyz 0 1
C 2.446 -0.502 0.272
C 1.620 0.031 -0.453
F 1.199 1.060 -1.099
S -2.076 0.594 -0.249
S -2.365 -1.291 -0.681
H -0.783 0.549 0.181
H 2.546 -1.269 0.928
H -2.587 0.828 1.099
*
```


C) DFT (wB97M-V/def2-TZVPD) results for a cluster of 2 separate species, C2H3FS2 in total.

Gap between HOMO and LUMO (alpha / beta) (eV): 5.8 / 5.8
LUMO level (alpha / beta) (eV): -3.2 / -3.2
HOMO level (alpha / beta) (eV): -8.98 / -9.00

The geometry in ORCA input format:
```
! wB97M-V def2-TZVPD RIJCOSX def2/J DEFGRID3
* xyz 0 1
C 1.227 0.241 0.263
C 0.050 0.622 0.714
F -0.928 -1.809 -1.239
S -0.963 1.641 -0.165
S -2.333 -0.984 -1.436
H 1.651 -0.483 0.892
H 1.875 0.533 -0.623
H -0.580 0.237 1.595
*
```


Energy comparison, zero being the most stable, in kcal/mol: A) 0.0; B) 87.6; C) 81.5.


A) DFT (wB97M-V/def2-TZVPD) results for a structure of composition C3H6O.

Gap between HOMO and LUMO (eV): 9.0
LUMO level (eV): 0.7
HOMO level (eV): -8.33

The geometry in ORCA input format:
```
! wB97M-V def2-TZVPD RIJCOSX def2/J DEFGRID3
* xyz 0 1
C 0.004 0.861 -0.101
C 0.830 -0.435 -0.061
O -0.143 -1.337 -0.542
C -1.281 -0.709 -0.016
H 0.104 1.412 -1.042
H 0.046 1.524 0.763
H 1.721 -0.449 -0.698
H 1.116 -0.680 0.975
H -1.210 0.508 -0.370
H -1.188 -0.694 1.092
*
```


B) DFT (wB97M-V/def2-TZVPD) results for an isolated molecule of C3H6O.

Gap between HOMO and LUMO (eV): 11.5
SMILES: C[C@H]1CO1
LUMO level (eV): 1.2
HOMO level (eV): -10.33

The geometry in ORCA input format:
```
! wB97M-V def2-TZVPD RIJCOSX def2/J DEFGRID3
* xyz 0 1
C 1.196 -0.119 -0.200
C -0.137 -0.289 0.405
C -1.347 0.357 -0.112
O -1.081 -1.037 -0.256
H 1.243 0.277 -1.248
H 1.791 -1.058 -0.221
H 1.707 0.578 0.609
H -0.056 -0.462 1.494
H -1.186 0.968 -1.045
H -2.128 0.786 0.575
*
```


C) DFT (wB97M-V/def2-TZVPD) results for a structure of composition C3H6O.

Gap between HOMO and LUMO (eV): 8.6
LUMO level (eV): 0.7
HOMO level (eV): -7.87

The geometry in ORCA input format:
```
! wB97M-V def2-TZVPD RIJCOSX def2/J DEFGRID3
* xyz 0 1
C -0.763 -0.197 0.295
C -0.232 0.469 -0.981
O 1.038 -0.203 -0.833
C 0.617 -0.724 0.334
H -1.481 -1.003 0.116
H -1.125 0.450 1.094
H -0.696 0.212 -1.936
H -0.080 1.550 -0.908
H 1.373 -0.848 1.221
H 1.350 0.293 1.598
*
```


D) DFT (wB97M-V/def2-TZVPD) results for an isolated molecule of C3H6O.

Gap between HOMO and LUMO (eV): 11.1
SMILES: OC1CC1
LUMO level (eV): 1.1
HOMO level (eV): -9.99

The geometry in ORCA input format:
```
! wB97M-V def2-TZVPD RIJCOSX def2/J DEFGRID3
* xyz 0 1
O 1.489 -0.168 -0.206
C 0.244 -0.126 0.458
C -0.754 0.837 -0.055
C -1.087 -0.655 -0.206
H 1.850 0.705 -0.032
H 0.415 -0.345 1.546
H -0.206 1.467 -0.882
H -1.582 1.400 0.439
H -1.817 -1.047 0.569
H -0.988 -1.166 -1.169
*
```


Energy comparison, zero being the most stable, in kcal/mol: A) 77.8; B) 0.0; C) 81.6; D) 4.2.


A) DFT (wB97M-V/def2-TZVPD) results for an isolated molecule of C3H6O.

Gap between HOMO and LUMO (alpha / beta) (eV): 8.1 / 8.8
LUMO level (alpha / beta) (eV): 0.7 / 1.0
HOMO level (alpha / beta) (eV): -7.36 / -7.76

The geometry in ORCA input format:
```
! wB97M-V def2-TZVPD RIJCOSX def2/J DEFGRID3
* xyz 0 1
C 1.024 -0.817 0.778
C 0.311 0.362 0.232
C -1.424 0.726 -0.948
O -1.024 0.356 0.281
H 0.506 -1.173 1.677
H 2.057 -0.564 1.036
H 1.051 -1.660 0.068
H 0.771 1.168 -0.326
H -2.280 1.384 -1.002
H -0.992 0.219 -1.796
*
```


B) DFT (wB97M-V/def2-TZVPD) results for an isolated molecule of C3H6O.

Gap between HOMO and LUMO (eV): 10.8
SMILES: CCC=O
LUMO level (eV): 0.9
HOMO level (eV): -9.87

The geometry in ORCA input format:
```
! wB97M-V def2-TZVPD RIJCOSX def2/J DEFGRID3
* xyz 0 1
C -1.411 0.219 0.575
C -0.099 -0.476 0.750
C 1.078 -0.087 -0.272
O 0.716 0.432 -1.317
H -1.161 1.340 0.917
H -1.808 0.126 -0.442
H -2.243 -0.260 1.257
H -0.168 -1.635 0.508
H 0.148 -0.550 1.904
H 2.103 -0.412 0.068
*
```


Energy comparison, zero being the most stable, in kcal/mol: A) 60.4; B) 0.0.